{"formula": "C59H55MoN4P3SeSi", "method": "ωB97M-V/def2-TZVPD", "multiplicity": 3, "charge": 2, "homo_lumo_gap_ev": [6.64, 6.71], "max_force_ev_per_a": 2.59, "homo_energy_ev": [-12.960, -13.107], "mol_weight_g_mol": 1116.02, "species": ["Mo", "C", "C", "C", "C", "C", "C", "P", "C", "C", "C", "C", "C", "C", "C", "C", "C", "C", "C", "C", "Si", "C", "C", "C", "C", "C", "C", "P", "C", "C", "C", "C", "C", "C", "C", "C", "C", "C", "C", "C", "C", "C", "C", "C", "C", "C", "P", "C", "C", "C", "C", "C", "C", "C", "C", "C", "C", "C", "C", "H", "H", "H", "H", "H", "H", "H", "H", "H", "H", "H", "H", "H", "H", "H", "H", "H", "H", "H", "H", "H", "H", "H", "H", "H", "H", "H", "H", "H", "H", "H", "H", "H", "H", "H", "H", "H", "H", "H", "H", "H", "H", "N", "C", "C", "N", "C", "C", "N", "H", "H", "H", "H", "H", "H", "H", "H", "H", "H", "H", "H", "H", "Se", "C", "N"], "coordinates": [[-0.132, -0.743, 0.029], [5.055, -0.137, -4.080], [4.501, 0.769, -3.185], [3.640, 0.327, -2.202], [3.306, -1.027, -2.110], [3.862, -1.931, -3.007], [4.737, -1.480, -3.983], [2.252, -1.499, -0.678], [2.434, -3.314, -0.647], [1.886, -4.065, -1.688], [2.040, -5.441, -1.716], [2.734, -6.082, -0.701], [3.251, -5.344, 0.351], [3.091, -3.970, 0.391], [3.437, -0.918, 0.570], [4.754, -1.371, 0.487], [5.719, -0.850, 1.324], [5.390, 0.169, 2.206], [4.086, 0.621, 2.278], [3.087, 0.070, 1.486], [1.287, 0.686, 1.538], [1.576, 2.425, 0.850], [2.256, 3.411, 1.549], [2.733, 4.536, 0.899], [2.554, 4.670, -0.469], [1.838, 3.721, -1.176], [1.333, 2.608, -0.512], [0.100, 1.492, -1.248], [-1.337, 2.618, -1.122], [-2.386, 2.465, -2.028], [-3.395, 3.407, -2.096], [-3.369, 4.512, -1.258], [-2.358, 4.642, -0.321], [-1.353, 3.693, -0.237], [0.422, 1.640, -3.056], [1.094, 0.645, -3.762], [1.383, 0.793, -5.108], [0.994, 1.940, -5.778], [0.346, 2.949, -5.084], [0.065, 2.808, -3.736], [0.523, 0.664, 3.278], [1.235, 0.826, 4.459], [0.596, 0.777, 5.687], [-0.779, 0.616, 5.755], [-1.504, 0.449, 4.591], [-0.852, 0.441, 3.358], [-1.827, 0.186, 1.842], [-2.766, 1.754, 1.773], [-3.821, 1.901, 0.872], [-4.682, 2.978, 0.968], [-4.500, 3.927, 1.961], [-3.419, 3.820, 2.820], [-2.550, 2.749, 2.723], [-3.126, -0.935, 2.537], [-4.489, -0.647, 2.473], [-5.415, -1.488, 3.068], [-5.004, -2.634, 3.728], [-3.650, -2.925, 3.802], [-2.723, -2.086, 3.215], [5.738, 0.203, -4.845], [4.744, 1.819, -3.253], [3.212, 1.029, -1.494], [3.637, -2.987, -2.943], [5.173, -2.192, -4.666], [1.358, -3.561, -2.492], [1.622, -6.010, -2.533], [2.865, -7.153, -0.725], [3.787, -5.836, 1.147], [3.498, -3.413, 1.223], [5.022, -2.132, -0.235], [6.731, -1.223, 1.275], [6.151, 0.617, 2.826], [3.845, 1.430, 2.950], [2.394, 3.300, 2.614], [3.258, 5.297, 1.454], [2.956, 5.526, -0.985], [1.697, 3.845, -2.240], [-2.373, 1.636, -2.724], [-4.194, 3.284, -2.812], [-4.132, 5.271, -1.340], [-2.349, 5.489, 0.346], [-0.571, 3.809, 0.500], [1.464, -0.236, -3.254], [1.916, 0.008, -5.623], [1.197, 2.052, -6.831], [0.052, 3.856, -5.590], [-0.441, 3.610, -3.219], [2.303, 0.962, 4.420], [1.172, 0.873, 6.593], [-1.290, 0.620, 6.706], [-2.578, 0.335, 4.637], [-3.977, 1.169, 0.092], [-5.505, 3.063, 0.275], [-5.198, 4.743, 2.064], [-3.259, 4.564, 3.584], [-1.714, 2.686, 3.403], [-4.842, 0.251, 1.988], [-6.461, -1.229, 3.019], [-5.728, -3.280, 4.200], [-3.314, -3.802, 4.332], [-1.668, -2.308, 3.325], [-0.817, -1.277, -2.152], [-2.188, -1.252, -2.696], [-3.209, -1.046, -1.578], [-2.864, -1.788, -0.372], [-3.279, -3.191, -0.367], [-2.204, -4.111, -0.946], [-0.944, -3.815, -0.270], [-0.202, -0.875, -2.860], [-0.544, -2.253, -2.024], [-2.393, -2.172, -3.254], [-2.284, -0.421, -3.402], [-4.212, -1.302, -1.949], [-3.195, 0.016, -1.319], [-3.355, -1.345, 0.404], [-4.226, -3.324, -0.908], [-3.450, -3.481, 0.675], [-2.081, -3.948, -2.020], [-2.529, -5.149, -0.798], [-0.200, -4.394, -0.660], [-1.045, -4.109, 0.705], [0.466, -2.444, 1.861], [1.787, -2.117, 3.045], [2.612, -2.000, 3.837]], "mulliken_charge": [-3.80, -0.85, -0.82, 0.21, 0.10, -0.56, -0.80, 3.84, 1.99, -1.41, -0.42, -1.02, -0.82, -1.22, -0.65, -0.49, -1.09, -1.14, -0.01, 1.05, -0.43, 0.86, -0.54, -1.03, -1.09, -0.61, -1.14, 5.27, 0.70, -0.94, -1.13, -1.07, -0.71, -0.75, 1.39, -0.33, -1.12, -0.93, -0.98, -0.58, 1.03, 0.01, -0.82, -1.16, -0.11, -1.46, 4.37, 0.94, -0.50, -0.98, -1.14, -0.90, -0.98, -0.01, 0.33, -0.90, -0.87, -0.93, -0.71, 0.43, 0.54, 0.20, 0.48, 0.49, 0.41, 0.52, 0.44, 0.53, 0.39, 0.64, 0.48, 0.47, 0.26, 0.56, 0.48, 0.49, 0.64, 0.63, 0.50, 0.45, 0.49, 0.45, -0.19, 0.56, 0.46, 0.52, 0.64, 0.37, 0.48, 0.49, 0.64, 0.46, 0.55, 0.44, 0.48, 0.47, 0.69, 0.49, 0.42, 0.49, 0.28, -0.01, -1.71, 1.45, 0.60, -0.64, -0.87, -0.08, -0.59, 0.30, 0.52, 0.64, 0.66, -1.56, -0.41, 0.35, 0.28, 0.22, 0.56, -0.05, 0.44, 0.34, 0.31, -0.59]}